The following is a quantum chemistry calculation of a molecular structure, C6H11NO at a distorted geometry, from the OMol25 dataset.

Output
Energy above the lowest of the compared OMol25 structures with the same formula, charge and spin in kcal per mole: 88.9
Molecular weight in u: 113.16
Kohn-Sham gap in eV: 8.241
Max |F| in eV/A: 3.069

Structure (XYZ):
```
19
C6H11NO | the OMol25 dataset | wB97M-V/def2-TZVPD
C -0.770 0.469 0.587
C 0.121 0.759 1.689
C -1.290 -0.796 1.279
C 0.320 -1.115 -1.609
C 0.919 1.233 -1.446
N 0.495 0.033 -0.721
C -0.356 -0.384 2.454
O -0.151 -0.872 3.539
H -1.404 1.136 0.018
H -2.349 -0.763 1.535
H -1.064 -1.750 0.807
H 0.505 1.707 2.040
H 1.137 -0.054 0.223
H 0.122 -2.012 -1.028
H -0.526 -0.931 -2.276
H 1.210 -1.283 -2.224
H 1.132 2.020 -0.724
H 0.121 1.553 -2.118
H 1.828 1.049 -2.026
```

The following is a quantum chemistry calculation of a molecular structure, C6H11NO at a distorted geometry, from the OMol25 dataset.

Output
Energy above the lowest of the compared OMol25 structures with the same formula, charge and spin in kcal per mole: 200.6
Molecular weight in u: 113.16
Kohn-Sham gap in eV: 6.908
Max |F| in eV/A: 4.389

Structure (XYZ):
```
19
C6H11NO | the OMol25 dataset | wB97M-V/def2-TZVPD
O -1.858 2.606 -0.606
C -0.749 2.694 -1.059
C 0.412 1.816 -0.753
C 0.161 0.862 0.459
C 1.008 -0.372 0.543
C 0.843 -1.481 -0.298
N 0.329 -2.801 0.045
C -0.094 -2.846 1.449
H -0.431 3.568 -1.680
H -0.190 1.456 -1.702
H 1.472 2.024 -0.823
H -0.338 1.404 1.255
H -0.588 0.211 0.000
H 1.931 -0.470 1.113
H 0.768 -1.341 -1.381
H 1.541 -2.406 0.059
H 0.797 -2.950 2.065
H -0.592 -1.909 1.745
H -0.787 -3.676 1.571
```

The following is a quantum chemistry calculation of a molecular structure, C6H11NO at a distorted geometry, from the OMol25 dataset.

Output
Energy above the lowest of the compared OMol25 structures with the same formula, charge and spin in kcal per mole: 122.5
Molecular weight in u: 113.16
Kohn-Sham gap in eV: 8.514
Max |F| in eV/A: 7.643

Structure (XYZ):
```
19
C6H11NO | the OMol25 dataset | wB97M-V/def2-TZVPD
C 1.721 0.315 -0.854
C -0.172 -1.476 0.188
C 2.713 0.297 0.273
N -0.128 -0.114 -0.297
C -0.394 1.009 0.206
C -2.313 0.416 0.605
C -3.256 0.318 -0.307
O -0.199 2.172 0.253
H 1.602 1.281 -1.338
H 1.826 -0.488 -1.578
H -2.481 0.442 1.678
H 0.526 -2.075 -0.400
H -1.172 -1.878 0.051
H 0.107 -1.553 1.238
H 3.735 0.428 -0.103
H 2.521 1.103 0.982
H 2.698 -0.651 0.814
H -4.310 0.235 -0.049
H -3.024 0.220 -1.362
```